17
Properties=species:S:1:pos:R:3:forces:R:3 method="wB97M-V/def2-TZVPD" e_lumo_ev=0.96 homo_lumo_gap_ha=0.362 smiles="C=C[C@@]1(O)C[C@@H]1O.[H][H]" total_charge=0
C -2.025610 -0.309309 0.050091 -0.017 0.055 0.113
C -0.949472 0.185522 0.656908 -0.176 -0.125 0.006
C 1.177630 -1.012406 0.582057 0.022 -0.047 0.287
O 1.570071 -1.981283 -0.320434 0.200 -0.007 -0.242
C 1.737339 0.380504 0.615856 0.091 0.080 0.038
C 0.377368 0.123751 0.007722 -0.135 -0.229 0.144
O 0.380989 0.069033 -1.398408 -0.221 -0.002 -0.081
H -1.569061 2.097125 -0.665585 0.061 0.249 -0.070
H -2.983679 -0.381508 0.548691 0.057 0.064 -0.016
H -1.958310 -0.679771 -0.972331 -0.102 0.078 0.225
H -0.970846 0.517262 1.694599 -0.077 -0.016 -0.179
H 0.811311 -1.407908 1.529847 0.126 -0.030 -0.238
H 1.113191 -1.745587 -1.147717 0.279 -0.229 0.066
H 1.848673 0.888487 1.570818 -0.082 -0.102 -0.142
H 2.508313 0.577967 -0.123567 -0.157 0.114 0.098
H -1.019355 2.583572 -0.783254 -0.030 0.210 -0.127
H -0.279525 0.688450 -1.736405 0.161 -0.062 0.120

---

14
Properties=species:S:1:pos:R:3:forces:R:3 method="wB97M-V/def2-TZVPD" e_lumo_ev="0.79 / -2.25" spin_multiplicity=2 homo_lumo_gap_ha="0.367 / 0.255" total_charge=0
C -2.018494 -1.996547 -1.213842 -1.354 1.993 -1.880
S -1.287865 -0.351767 -1.615323 -0.328 -0.910 -0.089
H -2.510676 -1.765247 -0.300521 0.004 -0.493 1.308
H -1.324750 -2.780487 -1.295673 0.839 -0.926 0.488
H -2.897381 -2.213956 -1.875081 0.842 0.338 0.165
N 0.396278 0.407260 1.533369 -1.378 -1.159 -1.511
C 1.599686 0.939247 0.927143 2.793 0.491 1.329
N 1.521504 1.933121 -0.118581 -1.738 -0.303 -0.282
H -0.354254 0.680115 0.865420 0.209 -0.128 0.894
H 0.466145 -0.620295 1.335285 -0.396 1.083 0.648
H 2.195339 0.088800 0.582006 0.025 0.168 -0.513
H 2.255616 1.358356 1.713473 -0.407 0.036 -0.069
H 1.128708 2.850030 0.203183 0.345 -1.349 -0.255
H 0.830144 1.471369 -0.740857 0.544 1.158 -0.231

---

17
Properties=species:S:1:pos:R:3:forces:R:3 method="wB97M-V/def2-TZVPD" e_lumo_ev=0.97 homo_lumo_gap_ha=0.329 smiles=CN1CNC1(N)N total_charge=0
C 0.332902 1.705216 0.715433 0.148 0.100 -0.408
C -1.529860 0.306215 0.022807 -0.715 -0.665 -1.500
N -0.337159 0.439864 0.798727 1.292 -1.612 -0.397
H 1.237765 1.678566 1.325520 -0.022 0.098 -0.011
H -0.311240 2.514293 1.085756 0.086 -0.158 0.038
H 0.632420 2.004432 -0.316241 -0.075 -0.030 0.162
H -1.862448 1.184352 -0.560912 0.114 -0.058 0.330
H -2.370360 -0.084148 0.605301 -0.034 0.210 -0.033
C 0.241185 -0.880624 -0.264964 0.025 1.830 1.426
N 1.347583 -0.600018 -1.062913 0.121 0.174 -0.117
N 0.415455 -2.056354 0.474580 0.119 -0.367 0.113
N -1.022487 -0.770059 -0.904655 -1.233 0.414 0.235
H 2.224286 -0.956462 -0.713019 -0.017 0.066 -0.020
H 1.395635 0.359343 -1.380171 0.111 -0.107 0.076
H -0.473825 -2.412329 0.797497 0.052 0.100 0.012
H 1.042722 -1.923075 1.257632 -0.071 -0.002 -0.005
H -0.962576 -0.509211 -1.880378 0.101 0.005 0.099

---

Ordered M results: 102.13; 93.17; 102.14; unit g/mol.
Ordered strongest force on any atom results: 0.0071; 0.0609; 0.0451; unit hartree/bohr.
Ordered energy relative to the best compared isomer or geometry (same formula, charge and spin) results: 93.9; 12.8; 33.0; unit kcal/mol.